11
Properties=species:S:1:pos:R:3:forces:R:3 method="wB97M-V/def2-TZVPD" fmax_ev_per_a=3.07 de_lowest_kj_mol=2.0 orbital_gap_ev=8.8 multiplicity=1
C -0.14506 -0.23238 0.62796 1.444 1.992 -0.246
C 1.25237 0.36213 0.96007 -0.871 0.360 -2.926
N -1.76404 -0.23470 -1.08173 0.438 2.723 -1.001
N -0.51690 0.21497 -0.60229 -1.346 -1.882 1.804
O -0.70673 -0.96343 1.40526 -0.538 -0.056 -0.302
I 1.69740 2.34854 0.14588 -0.193 -0.140 0.568
I 2.42831 -0.97312 -0.13208 1.300 -0.956 -0.067
H 1.51468 0.41121 1.94747 0.447 -0.184 2.392
H -2.24888 -0.67624 -0.36776 -0.883 -0.483 2.227
H -1.69685 -0.93198 -1.74915 0.855 -1.561 -1.872
H 0.18570 0.67498 -1.15363 -0.653 0.188 -0.578